A cluster of 3 separate species, C29H51BN5O9 in total, computed with the ωB97M-V functional and the def2-TZVPD basis.

Computed properties:
net charge	+1
max |F|	1.87	eV Å⁻¹
HOMO level	-11.93	eV

Each line ends with the Löwdin charge.
Cartesian coordinates (Å):
C  2.31225  -5.39779  0.40584  -0.039
O  1.43135  -4.49323  1.08680  0.060
B  1.06224  -3.40066  0.35256  -0.755
O  1.05816  -3.36975  -1.04878  0.150
N  0.63406  -2.22538  1.08511  0.133
C  0.24180  -2.42096  2.48824  -0.222
N  1.41302  -2.50496  3.37893  0.058
C  0.00221  -1.19785  0.36327  -0.211
N  0.66891  -0.03036  -0.03154  -0.057
C  0.71588  1.05138  0.98009  -0.133
C  -0.36927  1.00327  2.09032  -0.158
C  -0.56453  2.44710  2.67284  -0.269
N  0.66670  3.25390  2.62354  -0.002
C  1.93076  -0.24145  -0.74668  -0.138
C  3.18241  -0.56715  0.10051  -0.160
C  4.40875  -0.96192  -0.77492  -0.376
C  5.63740  -0.32175  -0.06412  -0.078
C  4.66513  -2.50802  -0.75459  -0.061
N  -1.24992  -1.27316  0.01409  0.068
C  -1.85054  -0.19519  -0.79199  -0.040
C  -1.39632  -0.26569  -2.27684  -0.169
O  -2.07252  0.34415  -3.07480  0.074
C  -2.15952  -2.37597  0.35222  -0.031
C  -3.38058  -1.93082  1.15300  -0.163
C  -3.32832  -1.59994  2.50086  -0.047
C  -4.43101  -1.16151  3.19093  -0.075
C  -5.65892  -1.03061  2.55791  -0.050
C  -5.73918  -1.39372  1.22850  -0.033
C  -4.62943  -1.83856  0.52657  -0.218
C  -4.87334  -2.20600  -0.93845  -0.027
H  3.33862  -5.02670  0.31205  0.087
H  2.36439  -6.30548  1.02118  0.102
H  1.93448  -5.71979  -0.57216  0.100
H  1.95695  -3.14846  -1.33615  0.095
H  -0.27170  -3.39133  2.57454  0.127
H  -0.44899  -1.67943  2.89225  0.090
H  1.31243  -3.36021  3.91853  0.081
H  1.35993  -1.77413  4.08460  0.073
H  1.68036  1.17037  1.48388  0.122
H  0.54888  1.99535  0.43250  0.125
H  -1.35798  0.69064  1.74038  0.091
H  0.02943  0.41129  2.92154  0.101
H  -0.80422  2.29509  3.73566  0.111
H  -1.45294  2.94113  2.24322  0.111
H  0.68216  3.69308  1.70395  0.068
H  0.52934  4.04931  3.24400  0.078
H  1.82310  -1.01102  -1.52378  0.112
H  2.15763  0.68862  -1.29102  0.142
H  3.02331  -1.28486  0.91325  0.111
H  3.48105  0.37289  0.59020  0.098
H  4.34505  -0.55665  -1.79409  0.134
H  6.57667  -0.50262  -0.59635  0.084
H  5.46298  0.74529  0.12385  0.054
H  5.67776  -0.78271  0.93779  0.094
H  4.39598  -3.00598  -1.69475  0.080
H  4.12977  -2.90480  0.11884  0.063
H  5.72846  -2.67342  -0.54131  0.078
H  -1.66499  0.79507  -0.37173  0.133
H  -2.94037  -0.30486  -0.82972  0.117
H  -0.52137  -0.88143  -2.57872  0.136
H  -2.52384  -2.78364  -0.59811  0.127
H  -1.69271  -3.20967  0.88181  0.138
H  -2.40565  -1.67434  3.07295  0.096
H  -4.37853  -0.88634  4.24326  0.114
H  -6.50662  -0.65154  3.12426  0.119
H  -6.69882  -1.31733  0.71871  0.124
H  -4.76458  -1.35949  -1.62883  0.071
H  -5.92037  -2.52829  -1.01876  0.092
H  -4.28869  -3.07688  -1.25810  0.079
C  8.17340  3.40374  -2.53230  -0.020
C  6.81554  3.89951  -2.09892  -0.331
C  6.84964  5.19088  -1.32192  -0.091
O  5.67684  5.07994  -0.50520  0.071
C  5.45860  3.75791  -0.30667  -0.561
O  4.70257  3.31130  0.49749  0.149
O  6.21771  3.00622  -1.14311  0.070
H  8.67404  4.13832  -3.16359  0.094
H  8.80324  3.18943  -1.66776  0.094
H  8.07839  2.47346  -3.09294  0.087
H  6.14594  3.96959  -2.96088  0.159
H  6.79833  6.07063  -1.95924  0.142
H  7.71951  5.27506  -0.66574  0.143
C  -5.85062  1.31983  -2.97331  -0.026
C  -7.20840  1.84462  -2.58109  -0.334
C  -7.17422  3.13630  -1.80455  -0.099
O  -8.36765  3.04803  -1.02060  0.068
C  -8.61658  1.72536  -0.82432  -0.556
O  -9.39381  1.29460  -0.03961  0.172
O  -7.84443  0.96148  -1.64562  0.073
H  -5.30807  2.03689  -3.58978  0.096
H  -5.25542  1.09246  -2.08607  0.073
H  -5.95380  0.38997  -3.53414  0.089
H  -7.85213  1.92849  -3.46102  0.162
H  -7.19188  4.01587  -2.44432  0.141
H  -6.32070  3.20598  -1.12383  0.139